Entry 1:
Computed, not measured: a cluster of 6 separate species, C15H33Cl6N3O3 in total, with wB97M-V/def2-TZVPD.

## Properties
Energy above the lowest of the compared OMol25 structures with the same formula, charge and spin ... 2.353 eV
M ... 516.2 g mol⁻¹
E ... -101837.7579 eV
Kohn-Sham gap ... 9.670 eV
Strongest force on any atom ... 0.0320 Eh/bohr
2S+1 ... 1
SMILES ... CN(C)C=O.CN(C)C=O.CN(C)C=O.ClCCCl.ClCCCl.ClCCCl

```
60
Properties=species:S:1:pos:R:3:forces:R:3:lowdin_charge:R:1
Cl -0.45192 -5.72693 -5.08530 -0.3 0.0 0.2 0.5660
C -0.92063 -5.91470 -3.37714 -0.6 -0.5 0.7 -0.6559
C -0.23291 -4.93763 -2.46625 1.2 -0.3 0.7 -0.6619
Cl -0.89392 -3.29486 -2.34528 -0.3 0.0 -0.3 0.5998
H -0.71390 -6.92883 -3.02263 0.8 0.1 -0.4 0.0764
H -2.00550 -5.93862 -3.23961 0.0 0.7 -0.5 0.0742
H 0.82716 -4.82078 -2.69780 -0.1 0.1 -0.4 0.0410
H -0.18317 -5.32569 -1.44727 -0.5 -0.1 0.0 0.0759
Cl 0.74762 -0.06058 -2.31845 0.0 0.0 0.0 0.6044
C -0.63610 0.20949 -1.23248 0.1 0.4 -0.1 -0.6606
C -0.15502 0.86090 0.05210 0.7 -0.1 -0.3 -0.6780
Cl -1.53713 1.12914 1.11177 -0.3 -0.1 0.4 0.5849
H -1.09572 -0.75602 -1.04447 0.0 0.0 0.1 0.0311
H -1.32164 0.86359 -1.76472 -0.1 -0.1 0.1 0.0713
H 0.31753 1.83201 -0.08247 -0.2 0.0 -0.4 0.0575
H 0.60980 0.24476 0.52500 -0.3 -0.2 0.2 0.0682
Cl -1.10843 -1.49601 -5.84677 0.0 0.1 0.0 0.5252
C -2.63048 -2.32930 -5.42269 0.1 0.2 -0.3 -0.6619
C -3.35599 -1.61172 -4.31450 -0.1 -0.3 0.6 -0.6892
Cl -4.02975 -0.04843 -4.83605 0.0 0.0 -0.1 0.5389
H -2.32891 -3.34417 -5.17614 -0.2 0.0 0.3 0.0259
H -3.23755 -2.35303 -6.32505 0.0 0.0 0.0 0.0664
H -2.71862 -1.42119 -3.45418 0.2 0.1 -0.2 0.0177
H -4.18392 -2.20663 -3.92860 -0.1 -0.1 -0.3 0.0749
C 3.33347 -3.29184 -1.08978 -0.6 -0.2 -0.5 -0.3314
O 2.90440 -3.94544 -2.03049 0.3 -0.1 0.3 -0.0095
N 3.73027 -2.01620 -1.18625 -0.4 0.8 -0.1 -0.1849
C 4.11240 -1.17073 -0.07805 1.1 0.3 0.1 -0.0693
C 3.89803 -1.35328 -2.47947 0.2 -0.4 0.2 -0.0526
H 3.40407 -3.71713 -0.07805 0.0 0.1 0.1 0.1364
H 3.62470 -0.19482 -0.08725 -0.5 -0.2 -0.2 0.0829
H 5.17440 -0.92326 -0.20524 0.0 0.0 0.1 0.0871
H 4.02158 -1.59285 0.91989 -0.3 -0.4 -0.2 0.0868
H 3.19676 -0.54048 -2.65519 0.1 0.1 0.4 0.0176
H 4.91758 -0.96712 -2.43928 0.0 0.1 -0.5 0.0904
H 3.74944 -2.04981 -3.29800 0.2 -0.2 0.1 0.0908
C 1.56265 7.15112 0.47317 -0.6 -0.8 0.4 -0.3340
O 2.37698 6.56213 -0.19826 0.0 0.3 -0.2 0.0267
N 0.53289 6.54067 1.14127 0.0 0.6 -0.3 -0.2032
C -0.35850 7.34066 1.94631 -0.5 0.5 0.1 -0.0809
C 0.07552 5.20402 0.85818 0.2 -0.6 0.0 -0.0600
H 1.52392 8.24046 0.65227 0.4 0.0 -0.1 0.1296
H -0.15638 8.40348 1.80678 0.4 -0.1 0.2 0.0801
H -0.30471 7.07956 3.00287 0.2 0.1 0.1 0.0872
H -1.41892 7.27814 1.67700 0.1 -0.5 -0.3 0.0889
H -0.77391 5.25435 0.17084 -0.2 -0.2 0.3 0.0975
H 0.80827 4.54781 0.38934 0.4 0.6 -0.1 0.0796
H -0.16123 4.71208 1.80468 -0.4 0.0 -0.1 0.0882
C -2.94614 -0.53390 5.21521 -0.4 -0.4 0.4 -0.3481
O -3.74757 -1.31162 5.69499 0.1 0.1 0.0 0.0128
N -1.74901 -0.20870 5.75177 0.9 1.1 -0.8 -0.1987
C -0.79103 0.53257 4.92119 -0.3 -0.3 0.5 -0.0620
C -1.20365 -0.81171 6.94560 -1.2 -0.8 0.2 -0.0496
H -3.14974 0.00682 4.27636 0.1 0.0 0.0 0.1292
H -1.27818 1.02075 4.08136 -0.1 -0.2 0.0 0.0401
H -0.05604 -0.19208 4.56413 0.2 0.3 -0.2 0.0884
H -0.29918 1.31046 5.50579 0.1 -0.1 0.1 0.0873
H -1.84136 -1.68286 7.13161 0.3 0.0 0.2 0.0877
H -0.17416 -1.13498 6.81018 0.1 0.1 -0.1 0.0858
H -1.29849 -0.17101 7.82350 0.2 0.2 -0.1 0.0908
```
Positions in Å, forces in eV/Å.



Entry 2:
Computed, not measured: a cluster of 3 separate species, C15H34Cl2INO6Si in total, with wB97M-V/def2-TZVPD.

## Properties
M ... 550.3 g mol⁻¹
E ... -70900.8207 eV
Kohn-Sham gap ... 9.349 eV
Strongest force on any atom ... 0.0910 Eh/bohr
2S+1 ... 1
SMILES ... C/C(Cl)=C(/Cl)[Si@H](N)I.COCCOCCOC.COCCOCCOC

```
60
Properties=species:S:1:pos:R:3:forces:R:3:lowdin_charge:R:1
C -1.35233 4.70407 -7.11430 0.8 0.8 -0.7 -0.1428
C -0.30962 3.87821 -8.07256 0.6 -3.6 -0.3 -0.6225
Cl 0.77704 4.93048 -9.20144 -1.7 -1.4 1.8 0.4788
C -0.11440 2.40356 -8.11349 0.0 4.6 -0.7 -0.7139
Cl 1.17289 1.65428 -9.27666 -1.9 1.2 1.8 0.4270
Si -1.14076 1.23736 -6.97551 0.7 -0.9 0.6 0.1006
N -0.33630 0.88643 -5.38340 0.1 1.4 -1.6 -0.1591
I -1.61279 -0.92264 -8.19031 0.3 0.9 0.5 0.3542
H -0.77751 4.95581 -6.09884 -1.4 -0.6 -2.2 0.1042
H -1.57628 5.73477 -7.67348 0.6 -2.3 1.3 0.0893
H -2.38715 4.17381 -6.93550 2.4 0.8 -0.3 0.0754
H -2.48677 1.77589 -6.65154 0.4 0.1 -0.1 -0.0415
H -0.46437 1.76851 -4.83201 0.3 -1.0 -0.3 0.0212
H 0.68859 0.78315 -5.55032 -1.0 0.0 0.4 0.0325
C -0.59105 1.17517 2.53412 0.3 0.1 -0.2 -0.1025
O 0.08201 1.68877 1.39611 -0.2 0.0 -0.1 -0.2080
C -0.36799 1.07717 0.18479 0.6 0.4 0.2 -0.1903
C 0.12952 1.86699 -1.02825 -0.5 -0.1 0.1 -0.1717
O -0.69710 2.99915 -1.32637 0.3 0.1 0.3 -0.1481
C -0.52617 4.12856 -0.46042 0.1 0.0 -0.5 -0.1706
C 0.75376 4.91292 -0.76102 0.1 -0.4 0.7 -0.1950
O 1.87432 4.30096 -0.11749 0.0 0.0 -0.3 -0.2069
C 3.10642 4.83497 -0.57495 -0.3 -0.2 0.2 -0.1091
H -0.44367 0.09288 2.61388 -0.1 0.0 0.1 0.0809
H -0.17633 1.65449 3.42496 0.0 0.0 -0.2 0.0890
H -1.65888 1.40880 2.47989 -0.1 -0.1 0.0 0.0870
H -1.46360 1.03060 0.17330 0.0 0.0 -0.1 0.1287
H 0.04170 0.06213 0.15194 -0.1 -0.2 -0.1 0.1233
H 0.05778 1.21753 -1.90729 -0.1 0.1 0.1 0.1183
H 1.17753 2.15740 -0.92810 -0.1 0.0 0.3 0.1203
H -0.59203 3.83630 0.58974 0.3 0.0 0.0 0.1210
H -1.38038 4.78224 -0.66694 0.1 -0.1 -0.1 0.1245
H 0.65714 5.93083 -0.36714 -0.1 0.1 -0.1 0.1230
H 0.92019 4.95259 -1.84284 -0.1 0.0 -0.1 0.1243
H 3.23902 4.62306 -1.64050 0.0 0.1 -0.1 0.0856
H 3.91691 4.35182 -0.02225 -0.2 0.0 0.0 0.0893
H 3.14941 5.91283 -0.39475 0.1 0.1 -0.1 0.0849
C -0.02635 -7.09573 2.13904 0.1 0.2 0.3 -0.1095
O 0.30621 -6.02157 3.00360 -0.2 0.1 -0.2 -0.2081
C 0.58124 -4.81784 2.28302 0.1 -0.3 0.7 -0.1936
C 0.61417 -3.62108 3.23669 -0.4 0.0 -0.4 -0.1704
O -0.69344 -3.11302 3.52989 0.2 -0.4 0.2 -0.1491
C -1.46061 -3.89194 4.45692 0.1 0.5 0.1 -0.1696
C -1.00149 -3.70433 5.90531 0.2 -0.7 -0.3 -0.1938
O 0.11822 -4.54832 6.18496 0.0 0.3 0.0 -0.2076
C 0.73449 -4.22130 7.42018 -0.1 -0.2 -0.4 -0.1094
H 0.78848 -7.28974 1.43345 -0.1 0.0 -0.1 0.0857
H -0.18722 -7.99003 2.74705 0.1 0.2 0.0 0.0886
H -0.95110 -6.87353 1.59754 0.0 0.0 -0.2 0.0862
H -0.18418 -4.65850 1.51399 0.0 0.1 0.0 0.1278
H 1.56064 -4.93128 1.80643 0.0 0.1 -0.2 0.1231
H 1.13629 -2.80094 2.73229 -0.1 -0.1 0.0 0.1226
H 1.16829 -3.83989 4.15200 -0.1 -0.2 0.0 0.1207
H -1.48386 -4.94432 4.16618 0.2 0.0 0.2 0.1204
H -2.48468 -3.51235 4.37437 0.2 0.1 0.0 0.1250
H -1.81305 -3.99023 6.58371 -0.1 0.1 0.0 0.1230
H -0.73172 -2.65682 6.07719 -0.1 0.1 0.0 0.1266
H 1.14442 -3.20718 7.38245 0.0 0.1 0.1 0.0862
H 1.55723 -4.92135 7.58992 -0.2 0.1 -0.1 0.0889
H 0.01929 -4.31054 8.24275 0.0 0.1 0.1 0.0847
```
Positions in Å, forces in eV/Å.



Entry 3:
Computed, not measured: a structure of composition C15H34Cl2S4SbSi3Tl, with wB97M-V/def2-TZVPD.

## Properties
Energy above the lowest of the compared OMol25 structures with the same formula, charge and spin ... 0.000 eV
M ... 824.0 g mol⁻¹
E ... -119360.1517 eV
Kohn-Sham gap ... 7.477 eV
Strongest force on any atom ... 0.0036 Eh/bohr
2S+1 ... 1

```
60
Properties=species:S:1:pos:R:3:forces:R:3:lowdin_charge:R:1
Tl -0.82593 1.39234 -2.03037 0.1 -0.1 -0.1 0.1928
C -2.93812 -0.74034 -2.11978 0.0 0.0 0.1 -0.1919
C -2.40930 -1.98330 -1.96736 0.0 0.0 0.0 -0.1318
C -1.34355 -2.15822 -2.92605 0.0 0.1 0.0 -0.1363
C -1.21615 -1.01613 -3.65457 0.0 -0.1 0.0 -0.1774
C -2.18374 -0.03749 -3.15481 0.0 0.0 0.0 -0.3757
H -3.77792 -0.31881 -1.58939 0.0 0.0 0.0 0.0609
H -2.74312 -2.73098 -1.26275 0.0 0.0 0.0 0.0949
H -0.76072 -3.05910 -3.05295 0.0 0.0 0.0 0.0975
H -0.52500 -0.83497 -4.46516 0.0 0.0 0.0 0.1022
H -2.69876 0.62135 -3.84793 0.1 0.1 0.0 0.0815
S 1.07698 2.15533 -3.53225 0.0 0.0 0.0 -0.0233
S 1.45037 3.96505 -2.59974 0.1 -0.1 0.0 -0.0983
S -0.39528 4.79535 -2.42581 -0.1 0.0 0.0 -0.0533
S -1.31988 3.62813 -0.97812 0.0 0.0 0.0 -0.0217
Cl -4.74936 2.46378 -2.59916 0.0 0.0 0.0 0.5557
C -4.76011 3.13311 -0.96392 0.0 0.0 0.0 -0.9981
Cl -4.21280 1.94401 0.23620 0.0 0.0 0.0 0.5360
H -5.77467 3.41945 -0.71563 0.0 0.0 0.0 0.0276
H -4.06647 3.96534 -0.93900 0.0 0.0 0.0 -0.0253
C 0.25626 -3.67471 0.01492 0.0 0.0 0.0 -0.2064
Si 1.54538 -2.34993 -0.25435 0.0 0.0 0.0 0.3159
C 2.90165 -2.56961 1.01621 0.0 0.0 0.0 -0.2231
C 2.27399 -2.36337 -1.97197 0.0 0.0 0.0 -0.2084
Sb 0.48399 -0.05488 0.12091 -0.2 0.1 0.0 0.9331
Si 2.43121 1.44134 0.87382 0.0 0.0 0.0 0.3124
C 3.19822 0.77789 2.44832 0.0 0.0 0.0 -0.2104
C 1.77596 3.14713 1.21998 0.0 0.0 0.0 -0.2159
C 3.64757 1.39232 -0.53818 0.0 0.0 0.0 -0.2155
Si -1.02113 -0.26599 2.17965 0.0 0.0 0.0 0.3078
C -0.11515 -1.21229 3.51804 0.0 0.0 0.0 -0.2144
C -1.40841 1.47038 2.74986 0.0 0.0 0.0 -0.2204
C -2.55155 -1.19837 1.66713 0.0 0.0 0.0 -0.2162
H 0.73129 -4.65230 -0.10608 0.0 0.0 0.0 0.0403
H -0.56779 -3.60471 -0.69250 0.0 0.0 0.0 0.0028
H -0.15483 -3.62841 1.02503 0.0 0.0 0.0 0.0195
H 3.32484 -3.57319 0.91899 0.0 0.0 0.0 0.0385
H 2.52279 -2.46039 2.03382 0.0 0.0 0.0 0.0240
H 3.71240 -1.85274 0.87265 0.0 0.0 0.0 0.0166
H 2.53008 -3.38395 -2.26876 0.0 0.0 0.0 0.0393
H 3.18378 -1.76131 -2.00847 0.0 0.0 0.0 0.0291
H 1.57325 -1.96014 -2.70187 0.0 0.0 0.0 0.0137
H 2.47111 0.71463 3.25876 0.0 0.0 0.0 0.0150
H 3.97644 1.47958 2.76213 0.0 0.0 0.0 0.0387
H 3.65653 -0.20327 2.32464 0.0 0.0 0.0 0.0084
H 1.10198 3.14477 2.07830 0.0 0.0 0.0 0.0217
H 1.23741 3.56400 0.37066 0.0 0.0 0.0 -0.0326
H 2.61671 3.80792 1.45103 0.0 0.0 0.0 0.0435
H 4.05237 0.38728 -0.67607 0.0 0.0 0.0 0.0207
H 4.48306 2.06956 -0.34393 0.0 0.0 0.0 0.0409
H 3.17092 1.69668 -1.47211 0.0 0.0 0.0 -0.0171
H 0.84433 -0.75391 3.75892 0.0 0.0 0.0 0.0099
H 0.06965 -2.24515 3.21774 0.0 0.0 0.0 0.0203
H -0.71531 -1.23244 4.43139 0.0 0.0 0.0 0.0374
H -0.54865 1.90334 3.26541 0.0 0.0 0.0 0.0235
H -2.24906 1.46201 3.44810 0.0 0.0 0.0 0.0389
H -1.66905 2.12762 1.91761 0.0 0.0 0.0 -0.0026
H -2.29920 -2.22065 1.37868 0.0 0.0 0.0 0.0218
H -3.03065 -0.72746 0.80963 0.0 0.0 0.0 -0.0081
H -3.26889 -1.24114 2.49056 0.0 0.0 0.0 0.0412
```
Positions in Å, forces in eV/Å.



Entry 4:
Computed, not measured: a cluster of 2 separate species, C15H34N5O2 in total, with wB97M-V/def2-TZVPD.

## Properties
Energy above the lowest of the compared OMol25 structures with the same formula, charge and spin ... 2.436 eV
Charge ... +1
M ... 316.5 g mol⁻¹
E ... -27643.9163 eV
Kohn-Sham gap ... 6.839 eV
Strongest force on any atom ... 0.0743 Eh/bohr
2S+1 ... 1

```
56
Properties=species:S:1:pos:R:3:forces:R:3:lowdin_charge:R:1
N 1.65773 4.20352 5.11348 -0.1 -1.2 -0.6 0.0674
C 1.45280 2.93440 4.35560 0.7 -1.1 1.3 -0.4116
O 1.69352 1.87798 4.95061 -0.8 1.7 -2.0 0.0453
C 0.96638 3.04106 2.85265 -0.9 0.9 1.0 -0.1042
C -0.10978 1.94677 2.44326 0.4 0.1 -0.7 -0.1160
C 0.47312 0.64059 1.76371 -1.7 -2.3 0.9 -0.2722
N 1.15108 0.84796 0.45806 2.3 -0.2 1.6 0.1237
C 2.55661 0.85327 0.84310 -1.3 -1.1 1.2 -0.2517
N 3.45774 1.15618 -0.07474 0.3 -0.1 0.4 0.2385
N 2.74184 0.51345 2.25067 -0.5 -0.2 -3.8 0.1442
C 1.51556 -0.26736 2.55610 -2.5 0.7 2.2 -0.2473
C 1.50846 -1.86207 2.36039 1.0 0.0 -0.1 -0.1100
C 2.69620 -2.45975 1.46593 -1.0 -0.7 -0.4 -0.1557
C 2.03917 -3.18190 0.18795 0.9 -0.3 1.5 -0.2522
O 3.11130 -3.39843 -0.75149 -1.5 0.4 -0.3 -0.0883
H 2.59380 4.06636 5.53547 -0.6 0.2 -0.2 0.0882
H 1.02104 4.08968 5.92242 0.4 0.3 -0.5 0.0932
H 0.44645 4.05403 2.76908 0.9 -1.3 0.1 0.1258
H 1.87139 3.10130 2.18143 -1.0 -0.2 0.7 0.1133
H -0.78798 2.43332 1.66325 0.9 -0.7 0.9 0.1290
H -0.80845 1.67218 3.30178 1.2 0.2 -1.0 0.1411
H -0.42178 -0.06061 1.64033 1.0 1.1 -0.3 0.1516
H 0.91703 0.04105 -0.13485 0.4 0.5 -0.2 0.1296
H 3.19964 1.17435 -1.07070 -0.1 0.3 0.9 0.1581
H 4.44710 1.33135 0.13077 -0.7 -0.4 0.1 0.1551
H 3.62392 0.04059 2.47660 -0.2 0.6 -0.2 0.1540
H 1.11800 -0.16806 3.62317 1.4 0.4 -1.1 0.1488
H 1.60287 -2.35561 3.38421 -0.3 0.9 -1.3 0.1252
H 0.49167 -2.15661 1.95033 1.2 0.3 0.4 0.1173
H 3.46502 -1.70441 1.12880 -0.9 -0.7 0.2 0.0924
H 3.26909 -3.24927 2.05668 -0.8 1.1 -0.8 0.1273
H 1.14894 -2.60789 -0.22435 1.2 -0.4 0.3 0.0966
H 1.66592 -4.18814 0.56752 0.2 1.2 -0.6 0.1343
H 2.67257 -3.56203 -1.60625 0.5 -0.1 0.4 0.0937
C -1.58461 -1.77836 -1.21425 0.2 -0.1 0.1 -0.1056
C -2.68146 -1.55158 -2.24530 0.1 0.2 0.0 -0.2631
N -3.08794 -0.15806 -2.36653 -0.2 0.2 0.1 -0.1946
C -4.32071 0.01934 -3.13069 -0.2 -0.1 0.0 -0.2445
C -4.30153 -0.36892 -4.60897 -0.1 0.0 -0.2 -0.0847
C -2.02727 0.79601 -2.66151 0.2 -0.1 0.2 -0.2518
C -1.20382 0.57834 -3.93172 0.2 0.1 -0.1 -0.0842
H -1.87075 -1.38066 -0.23693 -0.1 0.1 0.0 0.0733
H -1.40367 -2.85012 -1.09960 0.0 0.0 0.0 0.0756
H -0.63459 -1.32177 -1.51246 0.0 0.0 -0.1 0.0427
H -3.54705 -2.14216 -1.92644 0.0 0.2 -0.1 0.1246
H -2.35752 -1.96904 -3.20856 0.1 -0.1 0.0 0.1036
H -4.65076 1.05984 -3.04472 0.2 0.0 0.1 0.1146
H -5.10682 -0.56393 -2.63897 0.2 -0.1 0.1 0.1120
H -3.76165 0.35794 -5.21517 0.0 -0.1 0.0 0.0566
H -5.32572 -0.39932 -4.99130 0.1 0.0 0.0 0.0767
H -3.86852 -1.35673 -4.77701 0.0 0.0 0.0 0.0684
H -1.33631 0.81270 -1.80971 0.0 -0.1 0.0 0.0829
H -2.44649 1.80691 -2.68318 -0.2 -0.2 0.0 0.1180
H -0.90174 -0.46309 -4.06342 -0.1 0.0 0.0 0.0675
H -0.28782 1.17460 -3.88160 0.0 0.0 0.0 0.0684
H -1.74123 0.90077 -4.82295 0.0 -0.1 0.0 0.0593
```
Positions in Å, forces in eV/Å.